{
  "formula": "C34H58ClHfNO8PSi",
  "method": "wB97M-V/def2-TZVPD",
  "elements": ["Hf", "C", "C", "C", "P", "C", "C", "C", "C", "C", "C", "C", "C", "C", "C", "N", "C", "C", "C", "C", "C", "C", "C", "C", "C", "H", "H", "H", "H", "H", "H", "H", "H", "H", "H", "H", "H", "H", "H", "H", "H", "H", "H", "H", "H", "H", "H", "H", "H", "H", "H", "H", "H", "H", "H", "H", "O", "Cl", "O", "O", "O", "C", "C", "C", "C", "O", "Si", "O", "O", "C", "C", "C", "C", "O", "C", "C", "C", "C", "H", "H", "H", "H", "H", "H", "H", "H", "H", "H", "H", "H", "H", "H", "H", "H", "H", "H", "H", "H", "H", "H", "H", "H", "H", "H", "H"],
  "positions_angstrom": [[0.69442, 0.25088, 1.37081], [-1.46708, -0.85608, 4.69546], [-1.54366, -2.06951, 3.77667], [-2.89730, -2.76650, 3.89552], [-1.19110, -1.61267, 2.02643], [-1.05788, -3.28378, 1.21117], [-2.04715, -3.62161, 0.09695], [0.38432, -3.50043, 0.75235], [-2.55649, -0.55408, 1.45384], [-3.82884, -1.02531, 1.11773], [-4.84374, -0.17812, 0.70141], [-6.21417, -0.70793, 0.36526], [-4.55576, 1.18333, 0.63363], [-3.31413, 1.68282, 0.97831], [-2.29560, 0.83070, 1.39504], [-1.01909, 1.30586, 1.74747], [-0.76260, 2.71242, 1.91417], [-0.17384, 3.43434, 0.86647], [0.11402, 2.78390, -0.46325], [0.12812, 4.77635, 1.05020], [-0.15380, 5.42736, 2.24210], [0.20069, 6.87789, 2.42903], [-0.76491, 4.69730, 3.25872], [-1.07155, 3.35366, 3.12163], [-1.71262, 2.60364, 4.25564], [-1.66928, -1.15679, 5.72422], [-2.21558, -0.11666, 4.40960], [-0.48303, -0.38807, 4.66766], [-0.73923, -2.76867, 4.02988], [-3.70727, -2.07303, 3.66477], [-3.03521, -3.10701, 4.92262], [-2.98874, -3.63581, 3.24246], [-1.23245, -3.96730, 2.04542], [-2.06229, -2.86660, -0.68825], [-3.05842, -3.75431, 0.47237], [-1.74449, -4.56705, -0.35640], [0.63903, -2.88019, -0.10773], [0.51938, -4.54460, 0.46635], [1.09415, -3.28446, 1.55627], [-4.04280, -2.08122, 1.19259], [-6.17837, -1.76907, 0.12115], [-6.64435, -0.17812, -0.48411], [-6.89689, -0.58427, 1.20783], [-5.32712, 1.87193, 0.30805], [-3.12008, 2.74778, 0.93197], [1.05956, 2.22721, -0.48145], [0.22855, 3.54057, -1.23633], [-0.68102, 2.10637, -0.78048], [0.58243, 5.32919, 0.23523], [-0.08121, 7.46674, 1.55643], [1.27724, 6.99125, 2.56811], [-0.29531, 7.29718, 3.30252], [-1.00739, 5.19323, 4.19187], [-1.98774, 3.28478, 5.05823], [-1.02293, 1.86174, 4.65980], [-2.61248, 2.08039, 3.92687], [3.95343, 0.59524, 3.75011], [2.79483, 0.42527, 2.99092], [2.61601, -0.90686, 2.41759], [1.54081, 0.69034, 3.69024], [2.70856, 1.31142, 1.81130], [2.40047, 2.62726, -3.20011], [3.28446, 1.39094, -3.12854], [3.25624, 0.65465, -4.46233], [4.70178, 1.77646, -2.74627], [2.78904, 0.55585, -2.04826], [1.63008, -0.56669, -1.93728], [0.97872, -0.34680, -0.42417], [0.48101, -0.26822, -3.03471], [-0.83671, -0.79017, -3.28843], [-1.19723, -0.33175, -4.68906], [-1.80276, -0.19796, -2.27129], [-0.82173, -2.31073, -3.20619], [2.13858, -2.10073, -2.04300], [3.38118, -2.75875, -1.70513], [3.07225, -4.24599, -1.69683], [3.85734, -2.28814, -0.33873], [4.42538, -2.44795, -2.76359], [2.73972, 3.29096, -3.99602], [2.44401, 3.17191, -2.25512], [1.36888, 2.33577, -3.40398], [3.66308, 1.29561, -5.24493], [2.23372, 0.38827, -4.73019], [3.85881, -0.25277, -4.41958], [5.11374, 2.46195, -3.48814], [5.34546, 0.89859, -2.69547], [4.70946, 2.26825, -1.77264], [-1.15803, 0.75691, -4.74933], [-2.20243, -0.66149, -4.95340], [-0.49261, -0.74419, -5.41235], [-1.78389, 0.89242, -2.32943], [-1.52898, -0.49557, -1.25750], [-2.82247, -0.53427, -2.46674], [-0.07988, -2.71576, -3.89481], [-1.80286, -2.70781, -3.47087], [-0.56665, -2.64888, -2.19974], [2.32082, -4.48049, -0.94360], [3.97583, -4.81482, -1.47351], [2.69642, -4.55555, -2.67245], [3.11803, -2.52400, 0.42666], [4.02857, -1.20772, -0.34855], [4.79422, -2.77812, -0.07311], [4.04796, -2.71272, -3.75238], [5.33145, -3.02348, -2.57284], [4.67891, -1.38920, -2.74652]],
  "atomic_forces_ev_per_a": [[-0.1349, 0.2090, -0.2394], [0.0040, -0.0624, -0.0242], [0.0429, 0.1353, 0.0069], [0.0045, -0.0139, 0.0433], [0.1527, 0.0453, -0.1063], [-0.0208, 0.0185, -0.0515], [0.0293, 0.0579, 0.0760], [0.0235, 0.0446, 0.0755], [-0.0295, -0.0742, 0.0548], [0.1085, 0.0075, -0.0198], [-0.0666, -0.0374, -0.0271], [0.0778, 0.0324, 0.0360], [-0.0493, 0.0093, -0.0103], [0.0346, 0.1502, 0.0410], [-0.0756, -0.0748, 0.1202], [0.2785, -0.3579, -0.5105], [0.0381, -0.0208, -0.0468], [-0.0137, -0.1554, -0.0814], [-0.0410, 0.0046, -0.0115], [0.0295, 0.0719, 0.0133], [-0.0105, 0.0315, 0.0376], [-0.0226, -0.0808, 0.0049], [0.0262, 0.0808, 0.0054], [-0.0312, -0.1048, 0.1249], [0.0498, 0.0476, -0.0980], [-0.0042, -0.0058, 0.0002], [0.0027, -0.0132, 0.0070], [-0.0221, 0.0040, 0.0157], [-0.0080, -0.0271, -0.0029], [0.0103, 0.0004, 0.0141], [-0.0048, -0.0174, -0.0118], [-0.0149, 0.0014, 0.0108], [-0.0564, -0.0092, 0.0058], [-0.0398, 0.0277, 0.0498], [-0.0579, 0.0125, -0.0015], [0.0089, 0.0115, -0.0235], [-0.0171, -0.0031, 0.0046], [-0.0127, -0.0023, 0.0153], [0.0377, -0.0108, -0.0267], [0.0109, -0.0563, -0.0200], [0.0022, 0.0033, -0.0031], [0.0094, 0.0024, -0.0053], [-0.0034, 0.0066, 0.0021], [0.0113, 0.0009, -0.0002], [-0.0143, -0.0043, -0.0180], [0.0712, 0.0148, -0.0140], [0.0084, 0.0336, -0.0148], [0.0057, 0.0129, 0.0498], [-0.0036, -0.0045, 0.0010], [0.0007, -0.0016, -0.0043], [0.0023, 0.0053, 0.0011], [-0.0030, 0.0023, -0.0033], [0.0003, -0.0012, -0.0044], [-0.0013, 0.0078, 0.0022], [-0.0200, 0.0157, 0.0027], [0.0077, -0.0011, 0.0062], [-0.2470, -0.0401, -0.1723], [0.3523, -0.0095, 0.4959], [0.0045, -0.3188, -0.0037], [-0.1577, 0.0322, 0.1824], [-0.0537, 0.2185, -0.3918], [-0.0194, -0.0093, 0.0621], [-0.0827, 0.1031, -0.0604], [-0.0154, -0.1190, 0.1095], [0.0320, -0.0068, 0.0272], [0.0992, -0.0453, -0.0518], [-0.0353, 0.0698, -0.2721], [-0.2230, 0.0653, 0.8214], [-0.0245, 0.0176, 0.0086], [0.0058, -0.0691, 0.0349], [0.0310, 0.0198, -0.0835], [0.0196, 0.0646, 0.0114], [0.0788, 0.0436, -0.0388], [0.0119, 0.0715, -0.0604], [0.0289, -0.0404, 0.0682], [0.0138, -0.0272, 0.0053], [-0.0650, 0.0663, -0.0077], [-0.0725, 0.0221, -0.0546], [-0.0007, -0.0016, -0.0005], [-0.0074, 0.0092, -0.0377], [-0.0199, 0.0232, 0.0060], [-0.0023, 0.0090, 0.0159], [0.0043, -0.0063, -0.0261], [-0.0131, 0.0250, -0.0288], [0.0102, -0.0071, 0.0220], [0.0116, -0.0321, 0.0004], [0.0050, 0.0008, -0.0092], [-0.0103, -0.0133, -0.0062], [-0.0013, 0.0043, -0.0109], [-0.0186, 0.0056, -0.0017], [-0.0315, -0.0286, -0.0089], [-0.0249, -0.0120, 0.0262], [0.0054, -0.0091, 0.0094], [-0.0165, -0.0200, 0.0010], [-0.0019, -0.0191, 0.0188], [0.0305, 0.0142, -0.0648], [0.0135, -0.0032, -0.0136], [-0.0204, -0.0115, -0.0071], [0.0034, -0.0079, 0.0063], [0.0099, -0.0092, 0.0166], [0.0139, -0.0271, 0.0255], [0.0051, -0.0070, 0.0057], [0.0222, 0.0211, -0.0035], [0.0116, 0.0056, -0.0004], [0.0302, 0.0189, -0.0118]],
  "lowdin_charge": [1.645, -0.108, -0.524, -0.094, 1.067, -0.504, -0.086, -0.132, -0.296, -0.052, -0.261, -0.038, -0.011, 0.000, -0.315, -0.157, -0.246, -0.205, -0.040, 0.004, -0.244, -0.037, 0.010, -0.192, -0.020, 0.095, 0.065, 0.050, 0.119, 0.079, 0.092, 0.073, 0.097, 0.058, 0.066, 0.094, 0.045, 0.088, 0.072, 0.096, 0.079, 0.083, 0.088, 0.125, 0.126, 0.053, 0.091, 0.070, 0.127, 0.085, 0.090, 0.079, 0.123, 0.087, 0.066, 0.078, -0.169, 0.708, -0.363, -0.354, -0.360, -0.026, -0.616, -0.014, -0.020, -0.090, 0.057, -0.357, -0.085, -0.619, -0.020, -0.023, -0.020, -0.090, -0.617, -0.013, -0.020, -0.019, 0.097, 0.079, 0.085, 0.098, 0.081, 0.074, 0.095, 0.082, 0.091, 0.091, 0.093, 0.093, 0.087, 0.056, 0.100, 0.099, 0.100, 0.058, 0.064, 0.096, 0.096, 0.060, 0.086, 0.102, 0.099, 0.098, 0.063],
  "molar_mass_da": 881.84,
  "relative_energy_kj_mol": 0.0,
  "fmax_ev_per_a": 0.9,
  "orbital_gap_ev": 7.74,
  "total_energy_ev": -85062.841,
  "homo_energy_ev": -10.84,
  "total_charge": 1
}